1 | # C18H21N3O3S

A single C18H21N3O3S molecule (ωB97M-V with the def2-TZVPD basis set, OMol25).

Structure (ORCA input):
```
! wB97M-V def2-TZVPD RIJCOSX def2/J DEFGRID3
* xyz 0 1
C 1.708 3.534 -2.646
O 1.204 3.511 -1.495
C 1.448 2.349 -0.692
C 2.246 1.414 -1.100
C 2.542 0.385 -0.218
N 3.396 -0.447 -0.463
C 3.368 -1.855 -0.209
S 4.911 -2.622 -0.201
N 2.369 -2.730 0.254
C 1.039 -2.065 0.237
C 0.582 -1.532 -1.092
C -0.781 -1.108 -0.948
C -1.578 -1.449 0.014
N -3.049 -0.671 0.031
C -3.211 0.492 0.601
C -3.965 -1.284 -0.692
C -3.613 -2.580 -1.572
O -5.130 -0.858 -0.645
C -1.242 -2.028 1.179
C 0.203 -2.304 1.151
C 1.877 0.231 1.319
C 0.983 1.260 1.534
O 0.463 1.278 2.731
C -0.533 2.360 3.236
C 0.773 2.173 0.421
H 1.580 2.665 -3.372
H 2.637 3.704 -2.715
H 1.397 4.371 -3.191
H 2.836 1.333 -1.970
H 4.302 -0.353 -1.170
H 2.480 -3.494 0.842
H 1.261 -1.495 -1.800
H -1.006 -0.523 -1.946
H -2.896 0.436 1.633
H -4.158 0.925 0.275
H -2.498 1.243 -0.090
H -2.780 -2.621 -2.123
H -4.501 -3.375 -1.752
H -3.173 -3.242 -0.591
H -1.958 -2.159 1.803
H 0.389 -2.886 2.221
H 2.200 -0.372 2.153
H 0.141 3.138 3.329
H -0.855 2.020 4.388
H -1.401 2.234 2.530
H -0.007 2.995 0.810
*
```


2 | # C18H21N3O3S

A single C18H21N3O3S molecule (ωB97M-V with the def2-TZVPD basis set, OMol25).

Structure (ORCA input):
```
! wB97M-V def2-TZVPD RIJCOSX def2/J DEFGRID3
* xyz 0 1
C 2.671 6.972 1.007
O 3.308 5.795 1.431
C 2.625 4.613 1.317
C 1.350 4.470 0.787
C 0.757 3.223 0.723
C 1.408 2.069 1.167
N 0.745 0.845 1.142
C 1.331 -0.326 1.759
C 2.277 -1.055 0.796
N 1.536 -1.427 -0.395
C 1.350 -2.737 -0.661
O 1.920 -3.616 -0.046
C 0.512 -3.098 -1.897
N -0.878 -2.700 -1.813
C -1.552 -2.598 -0.640
O -1.014 -2.639 0.450
C -2.997 -2.350 -0.770
C -3.860 -2.163 0.275
C -5.188 -1.940 -0.137
C -5.324 -1.959 -1.489
S -3.835 -2.250 -2.289
C 0.907 -0.296 -1.032
C 0.001 0.454 -0.033
C 2.690 2.232 1.704
C 3.281 3.475 1.779
H 2.438 6.943 -0.063
H 1.751 7.159 1.573
H 3.379 7.777 1.198
H 0.795 5.323 0.428
H -0.249 3.160 0.336
H 1.840 -0.050 2.681
H 0.511 -1.010 2.003
H 2.665 -1.969 1.246
H 3.107 -0.403 0.503
H 0.592 -4.188 -1.997
H 0.958 -2.632 -2.781
H -1.412 -2.776 -2.666
H -3.533 -2.190 1.298
H -6.005 -1.774 0.540
H -6.212 -1.820 -2.074
H 0.324 -0.605 -1.896
H 1.699 0.391 -1.364
H -0.430 1.322 -0.528
H -0.807 -0.210 0.287
H 3.247 1.385 2.070
H 4.270 3.586 2.195
*
```


Most favorable structure: 2. The second most favorable one is 1272.1 kJ/mol above it.


1 | # FNO4S

A molecular structure, FNO4S (ωB97M-V with the def2-TZVPD basis set, OMol25).

Structure (ORCA input):
```
! wB97M-V def2-TZVPD RIJCOSX def2/J DEFGRID3
* xyz 0 1
N -1.324 -0.008 0.052
O -1.777 0.988 -0.292
O -0.627 -0.402 0.858
O 1.084 -0.049 -0.840
O 2.318 0.650 1.159
F -2.039 -1.167 -0.831
S 2.365 -0.012 -0.106
*
```


2 | # FNO4S

2 unconnected molecules or ions with the total composition FNO4S (ωB97M-V with the def2-TZVPD basis set, OMol25).

Structure (ORCA input):
```
! wB97M-V def2-TZVPD RIJCOSX def2/J DEFGRID3
* xyz 0 1
N -2.751 -0.305 0.422
O 1.480 1.352 -0.466
O -2.824 -0.044 -0.656
O -0.371 0.055 0.218
O 1.471 -1.006 -0.851
F 1.884 -0.151 1.369
S 1.112 0.097 -0.036
*
```


Most favorable structure: 2. The second most favorable one is 44.3 kJ/mol above it.


1 | # C3H3FOS

A single C3H3FOS molecule (ωB97M-V with the def2-TZVPD basis set, OMol25).

Structure (ORCA input):
```
! wB97M-V def2-TZVPD RIJCOSX def2/J DEFGRID3
* xyz 0 1
O 0.758 -1.756 1.159
C 0.468 -0.693 0.662
S 1.554 0.615 0.881
C -0.754 -0.265 -0.088
C -0.922 0.606 -1.122
F 0.008 1.580 -1.508
H 2.569 -0.043 1.552
H -1.800 -0.750 0.136
H -1.882 0.707 -1.672
*
```


2 | # C3H3FOS

A single C3H3FOS molecule (ωB97M-V with the def2-TZVPD basis set, OMol25).

Structure (ORCA input):
```
! wB97M-V def2-TZVPD RIJCOSX def2/J DEFGRID3
* xyz 0 1
O 1.663 -1.109 -0.892
C 1.070 -0.690 0.075
C 0.216 0.548 -0.064
F 0.369 0.903 -1.347
C -1.206 0.217 0.238
S -2.147 -0.635 -0.782
H 1.137 -1.219 1.038
H 0.527 1.364 0.568
H -1.628 0.621 1.166
*
```


Most favorable structure: 1. The second most favorable one is 28.3 kJ/mol above it.


1 | # ClHNO2P

A single ClHNO2P molecule (ωB97M-V with the def2-TZVPD basis set, OMol25).

Structure (ORCA input):
```
! wB97M-V def2-TZVPD RIJCOSX def2/J DEFGRID3
* xyz 0 1
O -1.024 -1.630 0.065
N -0.016 -0.976 0.129
O 1.109 -1.297 0.397
P -0.151 0.783 -0.741
Cl 1.297 1.702 0.318
H -1.215 1.418 -0.166
*
```


2 | # ClHNO2P

A single ClHNO2P molecule (ωB97M-V with the def2-TZVPD basis set, OMol25).

Structure (ORCA input):
```
! wB97M-V def2-TZVPD RIJCOSX def2/J DEFGRID3
* xyz 0 1
N -0.048 0.130 -0.808
O 0.625 -0.173 -1.804
O -1.054 0.602 1.395
P -0.140 -0.359 0.789
Cl 1.642 -0.513 1.581
H -1.026 0.313 -1.153
*
```


Most favorable structure: 2. The second most favorable one is 64.6 kJ/mol above it.


1 | # C2H6NP

2 unconnected molecules or ions with the total composition C2H6NP (ωB97M-V with the def2-TZVPD basis set, OMol25).

Structure (ORCA input):
```
! wB97M-V def2-TZVPD RIJCOSX def2/J DEFGRID3
* xyz 0 1
N 1.215 0.093 1.420
P 2.442 0.626 0.784
H 3.804 0.828 1.211
H 2.619 0.990 -0.518
C -1.311 0.067 -0.396
C -2.101 -0.976 -0.515
H -0.837 0.431 0.496
H -1.026 0.775 -1.225
H -2.496 -1.228 -1.513
H -2.308 -1.607 0.257
*
```


2 | # C2H6NP

2 unconnected molecules or ions with the total composition C2H6NP (ωB97M-V with the def2-TZVPD basis set, OMol25).

Structure (ORCA input):
```
! wB97M-V def2-TZVPD RIJCOSX def2/J DEFGRID3
* xyz 0 1
C 1.366 -0.102 -1.623
N 1.296 -1.152 -0.951
C 0.500 -1.060 -2.156
H 1.885 0.775 -1.747
H -0.504 -0.891 -1.979
H 0.904 -1.627 -2.920
P -0.027 0.470 2.170
H -1.123 0.995 1.428
H -0.538 0.181 3.414
H 0.374 1.710 2.592
*
```


Most favorable structure: 2. The second most favorable one is 66.9 kJ/mol above it.


1 | # C19H25N3O5S

A single C19H25N3O5S molecule (ωB97M-V with the def2-TZVPD basis set, OMol25).

Structure (ORCA input):
```
! wB97M-V def2-TZVPD RIJCOSX def2/J DEFGRID3
* xyz 0 1
C -5.570 -0.335 1.510
C -4.124 -0.371 1.033
C -4.033 -0.808 -0.432
C -2.627 -0.765 -0.953
C -1.665 -1.655 -0.562
O -1.914 -2.629 0.325
N -0.395 -1.647 -1.045
C -0.068 -0.716 -1.874
S 1.558 -0.707 -2.532
C 2.200 -2.256 -1.811
C 2.750 -2.018 -0.412
O 2.169 -2.389 0.586
N 3.947 -1.400 -0.407
C 4.575 -0.931 0.808
C 4.606 0.604 0.863
C 3.286 1.187 0.433
C 3.203 2.066 -0.632
C 1.973 2.561 -1.022
C 0.795 2.162 -0.403
O -0.349 2.686 -0.938
C -1.461 2.941 -0.105
C 0.867 1.222 0.644
O -0.301 0.754 1.180
C -0.227 -0.267 2.150
C 2.116 0.789 1.066
N -0.922 0.222 -2.306
C -2.273 0.266 -1.894
O -3.000 1.121 -2.353
H -6.026 -1.319 1.418
H -5.622 -0.028 2.552
H -6.149 0.368 0.914
H -3.555 -1.071 1.648
H -3.680 0.621 1.141
H -4.421 -1.825 -0.521
H -4.636 -0.141 -1.050
H -1.085 -3.109 0.473
H 2.975 -2.606 -2.491
H 1.367 -2.955 -1.768
H 4.301 -1.025 -1.274
H 3.991 -1.343 1.632
H 5.593 -1.330 0.867
H 5.393 0.978 0.205
H 4.847 0.910 1.883
H 4.095 2.382 -1.153
H 1.893 3.263 -1.837
H -1.896 2.024 0.293
H -2.189 3.435 -0.747
H -1.184 3.601 0.723
H -1.258 -0.564 2.335
H 0.344 -1.125 1.782
H 0.216 0.100 3.081
H 2.185 0.096 1.887
H -0.616 0.976 -2.911
*
```


2 | # C19H25N3O5S

A single C19H25N3O5S molecule (ωB97M-V with the def2-TZVPD basis set, OMol25).

Structure (ORCA input):
```
! wB97M-V def2-TZVPD RIJCOSX def2/J DEFGRID3
* xyz 0 1
C 6.085 3.204 0.937
O 6.050 1.949 0.301
C 4.907 1.226 0.351
C 3.739 1.614 0.990
C 2.615 0.804 0.976
C 2.640 -0.421 0.322
C 1.489 -1.325 0.273
N 1.740 -2.586 0.062
S 0.540 -3.593 -0.293
O 0.815 -4.914 0.157
O 0.131 -3.417 -1.655
N -0.779 -3.000 0.660
C -1.805 -3.932 1.045
C -0.887 -1.668 0.731
C -2.206 -1.060 1.161
O -2.770 -1.353 2.194
N -2.661 -0.156 0.276
C -3.901 0.578 0.448
C -3.634 2.092 0.410
C -3.778 2.637 -1.007
C -5.232 2.512 -1.482
C -5.920 1.286 -0.868
C -4.912 0.166 -0.632
C 0.174 -0.835 0.493
C 3.823 -0.827 -0.310
C 4.947 -0.029 -0.309
O 6.128 -0.340 -0.901
C 6.237 -1.585 -1.549
H 7.086 3.593 0.761
H 5.917 3.114 2.015
H 5.349 3.893 0.510
H 3.694 2.556 1.513
H 1.737 1.129 1.511
H -2.266 -3.623 1.982
H -2.570 -4.013 0.268
H -1.309 -4.895 1.159
H -2.145 -0.003 -0.577
H -4.269 0.294 1.438
H -2.631 2.286 0.796
H -4.342 2.603 1.062
H -3.467 3.682 -1.038
H -3.117 2.083 -1.676
H -5.246 2.439 -2.571
H -5.789 3.409 -1.208
H -6.380 1.550 0.085
H -6.714 0.938 -1.530
H -5.421 -0.749 -0.328
H -4.385 -0.044 -1.565
H 0.020 0.229 0.576
H 3.809 -1.788 -0.795
H 5.536 -1.665 -2.386
H 7.257 -1.628 -1.926
H 6.068 -2.415 -0.856
*
```


Most favorable structure: 1. The second most favorable one is 191.4 kJ/mol above it.


1 | # C2H3BrO2

A single C2H3BrO2 molecule (ωB97M-V with the def2-TZVPD basis set, OMol25).

Structure (ORCA input):
```
! wB97M-V def2-TZVPD RIJCOSX def2/J DEFGRID3
* xyz 0 1
C 0.085 -0.108 0.144
C 0.800 -0.752 1.291
Br 0.531 -2.675 1.378
O 0.893 -0.137 2.494
O 2.030 -0.334 1.674
H 0.441 -0.537 -0.790
H 0.277 0.963 0.153
H -0.983 -0.291 0.237
*
```


2 | # C2H3BrO2

2 unconnected molecules or ions with the total composition C2H3BrO2 (ωB97M-V with the def2-TZVPD basis set, OMol25).

Structure (ORCA input):
```
! wB97M-V def2-TZVPD RIJCOSX def2/J DEFGRID3
* xyz 0 1
C -0.010 0.169 -0.038
C -0.342 -0.859 -1.932
O -0.664 -2.650 -0.707
O -0.519 -2.095 -1.863
Br -0.063 0.155 -3.412
H 0.941 0.496 -0.525
H -0.750 0.919 0.241
H 0.049 -0.702 0.679
*
```


Most favorable structure: 1. The second most favorable one is 392.9 kJ/mol above it.


1 | # CH2N2O4S

A molecular structure, CH2N2O4S (ωB97M-V with the def2-TZVPD basis set, OMol25).

Structure (ORCA input):
```
! wB97M-V def2-TZVPD RIJCOSX def2/J DEFGRID3
* xyz 0 1
C -1.752 0.874 -0.200
N -1.834 1.765 0.532
N 0.913 0.090 0.554
O -0.848 -1.748 0.931
O 0.579 -1.951 -1.078
O 1.726 0.620 -0.437
O -1.627 -0.035 -1.006
S -0.063 -1.154 -0.049
H 0.212 0.827 0.885
H 2.695 0.713 -0.133
*
```


2 | # CH2N2O4S

2 unconnected molecules or ions with the total composition CH2N2O4S (ωB97M-V with the def2-TZVPD basis set, OMol25).

Structure (ORCA input):
```
! wB97M-V def2-TZVPD RIJCOSX def2/J DEFGRID3
* xyz 0 1
O -1.045 2.549 0.893
S -1.153 1.360 0.180
O -1.252 1.202 -1.216
N -1.048 0.118 1.074
O -1.065 -1.057 0.305
H -1.996 -1.421 0.451
N 1.865 -1.276 -0.757
C 1.740 -0.274 -0.142
O 1.531 0.759 0.370
H 2.423 -1.959 -1.158
*
```


Most favorable structure: 2. The second most favorable one is 75.4 kJ/mol above it.


1 | # C6H8N2OS

A single C6H8N2OS molecule (ωB97M-V with the def2-TZVPD basis set, OMol25).

Structure (ORCA input):
```
! wB97M-V def2-TZVPD RIJCOSX def2/J DEFGRID3
* xyz 0 1
C -0.515 -2.420 1.475
C 0.201 -1.408 -0.761
C 0.921 1.028 -1.346
C 0.033 0.605 -0.190
C 0.629 0.611 1.188
C -1.481 0.765 -0.127
N -0.700 -2.124 2.549
N 0.776 -1.219 -1.861
O 1.063 -0.065 -2.330
S -0.200 -2.982 -0.098
H 0.590 1.847 -1.964
H 1.990 1.110 -1.124
H 0.848 1.676 1.521
H 1.593 -0.100 1.146
H 0.008 0.237 2.038
H -2.004 0.038 -0.727
H -1.848 1.758 -0.363
H -1.905 0.644 0.974
*
```


2 | # C6H8N2OS

2 unconnected molecules or ions with the total composition C6H8N2OS (ωB97M-V with the def2-TZVPD basis set, OMol25).

Structure (ORCA input):
```
! wB97M-V def2-TZVPD RIJCOSX def2/J DEFGRID3
* xyz 0 1
N -0.342 0.555 2.296
C 0.338 -0.316 1.405
C 1.600 0.072 0.736
C 2.026 -0.908 -0.094
S 1.122 -2.368 0.083
C 0.006 -1.618 1.172
H 0.129 1.477 2.359
H -1.256 0.727 1.802
H 1.934 1.211 0.744
H 2.610 -0.752 -0.946
H -0.834 -2.288 1.340
C -0.665 0.077 -2.201
O -1.762 0.605 -1.435
C -1.750 1.535 -0.535
N -1.896 2.241 0.336
H -0.992 -0.873 -2.350
H 0.181 -0.005 -1.537
H -0.451 0.628 -3.175
*
```


Most favorable structure: 2. The second most favorable one is 246.7 kJ/mol above it.


1 | # C6H8N2OS

A single C6H8N2OS molecule (ωB97M-V with the def2-TZVPD basis set, OMol25).

Structure (ORCA input):
```
! wB97M-V def2-TZVPD RIJCOSX def2/J DEFGRID3
* xyz 0 1
C -3.158 0.873 -0.516
C -2.109 0.456 -0.086
C 0.317 0.647 -0.157
C -0.759 -0.264 -0.084
C 2.405 1.731 -0.028
C -1.762 -2.428 0.110
N 1.647 0.482 -0.007
N -0.672 -1.492 0.030
O 3.948 -0.173 0.592
S 2.718 -0.843 0.050
H -4.183 1.200 -0.548
H 0.107 1.754 0.045
H 2.179 2.324 -0.907
H 1.998 2.384 0.696
H 3.408 1.376 0.100
H -1.584 -3.393 -0.346
H -1.740 -2.506 1.213
H -2.761 -2.129 -0.157
*
```


2 | # C6H8N2OS

A molecular structure, C6H8N2OS (ωB97M-V with the def2-TZVPD basis set, OMol25).

Structure (ORCA input):
```
! wB97M-V def2-TZVPD RIJCOSX def2/J DEFGRID3
* xyz 0 1
C -0.291 -0.306 0.167
C -1.892 0.901 -0.055
C -2.217 -1.452 -0.086
C 2.060 -1.047 0.004
C 1.452 1.533 -0.088
C 1.115 0.090 0.432
N -0.842 -1.427 0.106
N -2.760 -0.151 -0.058
O -2.884 -2.414 -0.333
S -2.272 2.436 -0.389
H 1.575 -1.357 -0.900
H 1.949 -1.776 0.741
H 3.015 -0.651 -0.327
H 1.732 1.675 -1.089
H 2.285 1.847 0.401
H 0.490 2.091 0.130
H 1.206 0.168 1.634
H -3.723 -0.160 -0.290
*
```


3 | # C6H8N2OS

A molecular structure, C6H8N2OS (ωB97M-V with the def2-TZVPD basis set, OMol25).

Structure (ORCA input):
```
! wB97M-V def2-TZVPD RIJCOSX def2/J DEFGRID3
* xyz 0 1
C -2.537 1.058 0.597
C -2.954 -0.861 -0.778
C -1.438 0.300 0.294
C 0.955 -0.505 0.639
C 1.847 -0.183 -0.586
C -0.074 0.594 0.724
N -1.711 -0.780 -0.492
N 0.636 1.739 -0.592
O 1.911 1.218 -0.665
S -3.948 0.402 -0.120
H -2.579 1.944 1.194
H -3.379 -1.634 -1.388
H 0.475 -1.472 0.498
H 1.567 -0.519 1.540
H 2.869 -0.551 -0.484
H 1.389 -0.602 -1.496
H -0.011 1.240 1.588
H 0.103 1.402 -1.404
*
```


Most favorable structure: 2. The second most favorable one is 64.1 kJ/mol above it.